[1]
ORCA calculation (ωB97M-V with the def2-TZVPD basis set) on C4H6N2O in the gas phase at a distorted geometry.

Geometry as XYZ:
```
13
Properties=species:S:1:pos:R:3:forces:R:3:nbo_charge:R:1
O -0.54295 -2.38135 0.12251 -0.183 0.124 0.020 -0.628
C -0.17415 -1.12304 0.14105 0.090 -0.161 -0.019 0.659
C -0.97347 -0.05857 0.75217 -0.061 -0.441 0.267 -0.391
N -1.17832 0.96783 -0.34650 -0.352 0.278 0.713 -0.653
C -0.02456 1.08657 0.58015 -0.476 0.490 -0.345 -0.135
C 1.09242 0.67885 -0.37346 -0.377 0.198 -0.409 -0.305
N 1.00217 -0.79430 -0.34169 -0.294 -0.079 0.082 -0.546
H -1.39796 -2.38404 0.59007 0.025 -0.057 -0.019 0.516
H -1.95744 1.59517 -0.18854 -0.151 -0.260 0.640 0.365
H 0.10087 1.90133 1.29912 -0.231 -0.276 -0.263 0.213
H 0.40587 0.99626 -1.21376 2.662 -0.074 -0.605 0.280
H 2.12790 0.99737 -0.21636 -0.438 0.197 -0.219 0.211
H 1.61265 -1.41710 -0.85832 -0.215 0.062 0.156 0.414
```
Positions in Å, forces in eV/Å.

- 2S+1: 1
- Energy relative to the best compared isomer or geometry (same formula, charge and spin): 110.2 kcal/mol
- LUMO energy: 0.8 eV
- Structure (SMILES): OC1=C2N[C@@H]2CN1



[2]
ORCA calculation (ωB97M-V with the def2-TZVPD basis set) on a gas-phase ion, C3H5F2N2 (charge +1) at a distorted geometry.

Geometry as XYZ:
```
12
Properties=species:S:1:pos:R:3:forces:R:3:nbo_charge:R:1
F 0.91711 2.10367 -1.34027 -0.415 0.196 0.954 -0.192
C 0.40218 1.21535 -0.59670 -1.158 -7.041 -2.146 0.912
N 0.22980 -0.32332 -1.21349 1.314 4.478 0.961 -0.620
C 0.11711 -1.20458 -0.03491 -1.699 2.337 -1.311 0.330
F 1.29052 -1.60702 0.38280 1.716 -0.391 1.018 -0.300
C -0.66244 -0.23150 0.85068 -0.669 0.855 -0.361 -0.244
N -0.18753 1.18253 0.54533 1.008 1.451 -0.252 -0.519
H 0.99372 -0.43028 -1.89663 -0.460 -0.544 0.446 0.425
H -0.55458 -2.06114 -0.11550 0.192 -0.083 -0.816 0.213
H -1.70330 -0.25043 0.46185 0.527 -0.117 0.703 0.257
H -0.55342 -0.47084 1.88260 -0.174 0.142 0.838 0.262
H -0.28917 2.07757 1.07424 -0.181 -1.284 -0.033 0.475
```
Positions in Å, forces in eV/Å.

- 2S+1: 1
- Energy relative to the best compared isomer or geometry (same formula, charge and spin): 28.5 kcal/mol
- LUMO energy: -4.4 eV
- Structure (SMILES): FC1=[NH+][C@@H](F)CN1
- Total charge: +1



[3]
ORCA calculation (ωB97M-V with the def2-TZVPD basis set) on 3 unconnected molecules or ions with the total composition C3H12NO2S.

Geometry as XYZ:
```
19
Properties=species:S:1:pos:R:3:forces:R:3:nbo_charge:R:1
C -1.78606 1.55733 -0.48164 -0.316 0.135 0.587 -0.621
C -0.98047 0.30093 -0.81792 -0.509 0.318 -0.789 -0.068
C 0.46451 0.68463 -1.18855 0.336 0.533 0.774 -0.529
S 1.53884 1.02556 0.29387 -0.235 -0.509 -0.359 -0.763
N -1.15780 -0.70895 0.22824 0.311 -0.479 -0.065 -0.864
H -2.68898 1.30212 0.07751 0.138 -0.179 0.198 0.200
H -2.17521 2.08836 -1.34706 0.395 0.089 -0.419 0.184
H -1.18570 2.24254 0.12531 -0.056 -0.054 -0.036 0.223
H -1.43681 -0.11144 -1.72914 0.001 -0.115 0.064 0.162
H 0.91926 -0.05278 -1.85463 -0.009 -0.079 0.118 0.188
H 0.44333 1.64196 -1.71744 -0.196 -0.195 -0.256 0.192
H -1.06325 -1.63946 -0.17203 -0.101 0.112 -0.105 0.349
H -0.35491 -0.64552 0.84942 0.082 0.379 0.211 0.364
H 0.76476 -0.56607 2.89172 0.067 -0.063 -0.096 0.473
H 2.03842 0.19236 2.89734 0.020 -0.198 -0.208 0.487
O 1.63840 -0.59190 3.29848 -0.064 0.181 0.308 -0.962
H 2.34934 -2.58144 -0.32807 -0.091 -0.133 -0.123 0.466
H 1.21627 -1.63183 -0.33817 -0.037 0.204 -0.058 0.493
O 1.45605 -2.50641 -0.68723 0.264 0.055 0.254 -0.972
```
Positions in Å, forces in eV/Å.

- 2S+1: 1
- Energy relative to the best compared isomer or geometry (same formula, charge and spin): 8.5 kcal/mol
- LUMO energy: 3.9 eV
- Total charge: -1



[4]
ORCA calculation (ωB97M-V with the def2-TZVPD basis set) on a molecular structure, C22H18N4S5SbTi at a distorted geometry.

Geometry as XYZ:
```
51
Properties=species:S:1:pos:R:3:forces:R:3:nbo_charge:R:1
Ti 1.86810 0.70585 1.80232 1.370 -0.208 0.487 0.950
S 3.24065 2.65551 2.33931 -0.357 0.090 0.191 -0.342
Sb 4.12861 0.95928 3.78690 0.126 -0.233 -0.073 1.152
S 1.78799 1.08448 4.29423 0.023 0.358 -0.086 -0.303
S 3.64448 -0.71195 2.04477 -0.611 0.180 -0.210 -0.404
N -1.97063 -0.76349 2.46628 -0.120 -0.297 0.031 -0.508
C -1.42652 -2.04616 2.35072 -0.581 0.214 0.122 0.171
C -2.02407 -3.29457 2.47187 0.041 -0.036 -0.019 -0.241
C -1.19854 -4.38097 2.27450 0.083 -0.002 -0.018 -0.170
C 0.16487 -4.21567 1.96880 -0.081 -0.021 0.025 -0.183
C 0.73982 -2.96648 1.85657 0.119 -0.030 -0.026 -0.205
C -0.08596 -1.86374 2.05631 0.369 0.464 -0.127 0.072
N 0.16586 -0.46953 1.99381 -0.403 -0.760 0.236 -0.558
C -0.99606 0.11408 2.24430 0.017 0.268 -0.056 0.489
C -1.07938 1.56621 2.24672 0.486 -0.435 -0.129 0.037
C -2.07894 2.40885 2.57952 -0.255 0.164 0.028 -0.391
S -1.53295 4.01543 2.42074 -0.174 0.253 0.100 0.609
C -0.00763 3.47271 1.94664 0.198 -0.125 -0.170 -0.108
N 0.10819 2.17098 1.87903 -0.308 0.047 0.097 -0.499
H -2.92789 -0.54038 2.68736 -0.002 -0.021 -0.028 0.442
H -3.07356 -3.41185 2.70956 0.037 0.018 -0.002 0.243
H -1.60528 -5.37965 2.36031 0.022 0.016 -0.007 0.245
H 0.77968 -5.09396 1.82481 -0.013 0.014 0.004 0.243
H 1.79132 -2.85771 1.63449 0.015 0.018 -0.002 0.238
H -3.08129 2.18329 2.91080 0.048 0.019 -0.015 0.274
H 0.80632 4.15060 1.72966 -0.033 0.001 0.008 0.265
N 1.80819 0.82726 -0.14157 -0.143 0.023 -0.494 -1.094
S 0.77468 1.58030 -1.18409 0.393 0.310 0.212 1.135
C -0.74740 0.71119 -1.14949 -0.094 -0.125 -0.006 -0.315
C -0.79228 -0.67841 -1.16240 -0.116 -0.027 0.031 -0.196
C -2.03020 -1.29319 -1.13754 -0.111 0.008 0.006 -0.186
C -3.19484 -0.52052 -1.11793 0.080 -0.058 -0.005 -0.168
C -3.12864 0.86543 -1.10968 0.035 0.035 0.014 -0.221
C -1.88838 1.49844 -1.11494 -0.183 -0.127 0.013 -0.146
C 1.44628 1.16893 -2.77823 0.062 0.021 -0.047 -0.175
C 2.82844 1.20037 -2.93776 -0.027 0.027 -0.173 -0.252
C 3.35242 0.94387 -4.19801 -0.037 0.018 0.071 -0.166
C 2.50387 0.69053 -5.26661 -0.031 -0.011 -0.041 -0.162
C 1.12589 0.69610 -5.09034 0.005 -0.003 -0.021 -0.176
C 0.57954 0.93876 -3.83958 0.102 -0.050 -0.027 -0.231
H 2.40577 0.16653 -0.63690 -0.013 -0.022 0.027 0.426
H 0.11625 -1.26836 -1.18920 0.004 0.035 -0.007 0.241
H -2.09353 -2.37429 -1.14872 -0.014 0.035 0.001 0.244
H -4.16107 -1.01062 -1.12176 0.041 0.016 0.001 0.243
H -4.03627 1.45532 -1.10691 0.023 -0.015 -0.005 0.244
H -1.81531 2.58076 -1.10635 0.009 -0.039 -0.007 0.232
H 3.49388 1.44086 -2.11864 -0.029 -0.020 0.036 0.236
H 4.42468 0.95506 -4.34220 -0.030 -0.001 0.003 0.243
H 2.91756 0.49333 -6.24700 -0.006 0.010 0.028 0.245
H 0.46737 0.50667 -5.92777 0.034 0.002 0.010 0.244
H -0.49413 0.93449 -3.70671 0.027 0.002 0.020 0.238
```
Positions in Å, forces in eV/Å.

- Expectation value of S²: 0.76
- 2S+1: 2
- LUMO energy (alpha / beta): -6.7 / -7.9 eV
- Total charge: +2



[5]
ORCA calculation (ωB97M-V with the def2-TZVPD basis set) on 15 unconnected molecules or ions with the total composition H30O15 at a distorted geometry.

Geometry as XYZ:
```
45
Properties=species:S:1:pos:R:3:forces:R:3:nbo_charge:R:1
O 0.28258 -0.04369 0.26342 0.414 -0.079 1.103 -0.982
H -0.14542 0.59931 -0.27958 -0.274 0.633 -0.782 0.482
H -0.17342 -0.88169 0.17642 -0.341 -0.330 -0.256 0.494
O 2.24358 -2.37569 2.15942 0.089 -0.324 0.482 -0.991
H 1.59958 -1.95869 2.73742 -0.069 0.176 0.150 0.479
H 1.94158 -2.22669 1.25742 0.377 -0.121 -0.192 0.476
O -0.05242 -2.04069 -2.95158 -0.184 -0.987 -2.004 -0.952
H -0.06142 -1.94669 -3.94458 0.212 -0.092 1.701 0.474
H -0.41242 -1.22969 -2.62058 -0.338 0.778 0.310 0.476
O 3.02858 0.27831 0.70442 0.888 0.365 0.030 -0.968
H 2.91558 0.83131 -0.08658 -0.108 -0.292 0.650 0.472
H 2.15358 0.00031 0.96842 -0.171 0.016 -0.138 0.475
O -2.85842 -0.20569 0.96542 0.139 0.195 -0.640 -0.948
H -2.54542 -0.86169 1.56442 1.136 -1.050 0.555 0.486
H -3.70042 -0.04269 1.35142 -1.456 0.770 0.053 0.485
O -1.97142 -0.20969 -1.64758 -0.891 -0.161 -0.417 -1.003
H -2.43042 -0.19969 -0.78458 0.286 0.136 0.192 0.517
H -2.71242 -0.32869 -2.26658 0.470 0.074 0.047 0.488
O -0.91442 -2.48969 0.18742 0.195 0.030 0.691 -0.965
H -1.73142 -2.71769 -0.23658 -0.575 -0.287 -0.440 0.500
H -0.80342 -3.04769 0.96742 -0.038 -0.016 0.054 0.508
O -0.88342 1.22131 2.48642 0.980 0.204 0.644 -0.968
H -1.79742 1.41431 2.40342 -1.309 0.334 -0.093 0.477
H -0.65042 0.81131 1.64942 0.463 -0.009 -0.753 0.494
O 2.17258 1.72131 -1.49358 -1.059 -1.212 0.904 -0.950
H 2.59258 2.36231 -1.99258 1.501 1.980 -1.505 0.478
H 1.39758 2.12331 -1.10258 -0.062 0.087 0.655 0.503
O 1.68958 -2.70969 -0.42158 0.192 0.358 -0.110 -0.946
H 1.91858 -3.58269 -0.71258 0.519 -0.614 -0.248 0.480
H 0.73758 -2.72969 -0.38758 -0.637 -0.047 -0.271 0.477
O 1.19158 3.00131 0.86342 0.807 -0.422 -0.121 -0.951
H 1.31658 3.04231 1.81542 -0.015 -0.165 0.037 0.493
H 0.44458 3.54031 0.66942 -0.973 0.671 0.028 0.463
O 2.38758 -0.75169 -2.31358 0.460 0.587 -0.777 -0.980
H 2.35658 0.07431 -1.82258 0.326 0.052 -0.298 0.472
H 1.74758 -1.25469 -1.83658 -0.329 -1.177 0.362 0.476
O -0.61142 2.15431 -1.53758 0.592 0.852 -0.401 -0.992
H -0.09942 2.50631 -2.28358 -0.192 0.005 0.300 0.492
H -1.01242 1.36331 -1.90158 -0.608 -0.754 -0.105 0.510
O 0.18858 -1.05069 3.47342 -0.378 -0.700 0.658 -0.995
H -0.14842 -0.26369 3.01142 -0.126 0.109 0.820 0.501
H -0.19742 -1.10369 4.37142 0.311 0.390 -0.956 0.479
O -2.99642 2.80131 -0.29758 -0.748 0.255 0.311 -0.980
H -2.07442 2.72931 -0.56558 0.139 0.252 -0.315 0.493
H -3.32242 3.67731 -0.55958 0.382 -0.469 0.083 0.472
```
Positions in Å, forces in eV/Å.

- 2S+1: 1
- Energy relative to the best compared isomer or geometry (same formula, charge and spin): 40.5 kcal/mol
- LUMO energy: -0.5 eV



[6]
ORCA calculation (ωB97M-V with the def2-TZVPD basis set) on 2 unconnected molecules or ions with the total composition C4H13NS at a distorted geometry.

Geometry as XYZ:
```
19
Properties=species:S:1:pos:R:3:forces:R:3:nbo_charge:R:1
C -0.81391 -0.22453 2.38997 -0.139 0.026 0.063 -0.612
C 0.37065 -1.09287 2.01369 0.155 0.178 -0.274 -0.500
S 1.35665 -0.41602 0.62652 -0.300 0.160 -0.184 -0.342
H -0.49498 0.79759 2.59182 0.038 0.012 0.022 0.210
H -1.32102 -0.61016 3.27892 -0.004 -0.002 -0.011 0.202
H -1.54730 -0.18311 1.58165 0.009 -0.026 -0.015 0.188
H 0.05306 -2.10792 1.77720 -0.029 -0.018 0.010 0.195
H 1.06959 -1.15388 2.84768 -0.034 -0.054 0.031 0.209
H 0.30480 -0.05315 -0.48759 0.760 -0.453 0.792 0.261
C -1.78465 0.36362 -1.44999 0.283 0.165 0.015 -0.417
N -0.34919 0.18775 -1.68845 -0.576 -0.002 -0.662 -0.588
C 0.28550 1.32115 -2.36324 -0.071 -0.149 0.055 -0.417
H -2.17258 -0.53042 -0.96844 -0.088 -0.023 -0.021 0.214
H -1.91554 1.20866 -0.77472 -0.030 -0.008 0.047 0.208
H -2.33158 0.57108 -2.37036 -0.092 -0.063 -0.054 0.190
H -0.19862 -0.65933 -2.23362 0.046 0.112 0.169 0.383
H -0.12522 1.48108 -3.36241 -0.008 0.052 -0.024 0.188
H 1.35334 1.12742 -2.43805 0.041 0.054 0.010 0.220
H 0.12834 2.21570 -1.76460 0.040 0.036 0.031 0.210
```
Positions in Å, forces in eV/Å.

- 2S+1: 1
- Energy relative to the best compared isomer or geometry (same formula, charge and spin): 18.1 kcal/mol
- LUMO energy: 0.7 eV
- Structure (SMILES): CCS.CNC